[1]
Molecular formula: C12H15BCl4FN2O3
Method: DFT, ωB97M-V with the def2-TZVPD basis set

Element x y z (Å)
C1 2.13851 -1.42328 0.73971
C2 2.12754 -0.10981 -0.05083
B1 0.69896 0.52491 -0.23935
O1 0.31275 0.87410 -1.52566
C3 -0.37843 0.70602 0.91954
N1 -1.29586 -0.47118 0.93818
C4 -2.05654 -0.65360 -0.26199
C5 -1.68732 -1.89064 -1.04698
F1 -3.41805 -0.85058 0.10288
C6 0.38183 0.79304 2.31182
O2 -0.13316 0.18975 3.25778
O3 1.41594 1.47635 2.27512
C7 -1.16803 1.98374 0.85300
C8 -0.65481 3.16436 0.31577
C9 -1.43849 4.31411 0.34210
N2 -2.67109 4.38789 0.84775
C10 -3.14693 3.25058 1.35924
C11 -2.45855 2.04105 1.39342
H1 1.77509 -2.27901 0.17221
H2 1.57774 -1.36363 1.67031
H3 3.16541 -1.65703 1.02174
H4 2.74868 0.61008 0.47860
H5 2.61439 -0.28925 -1.01601
H6 1.10079 0.90419 -2.07674
H7 -0.71300 -1.29141 1.05382
H8 -2.06621 0.22970 -0.89346
H9 -1.89163 -2.77133 -0.44249
H10 -0.65463 -1.85713 -1.38340
H11 -2.32754 -1.96262 -1.92452
H12 0.34105 3.19439 -0.09325
H13 -1.02507 5.22898 -0.06667
H14 -4.14027 3.29124 1.79013
H15 -2.89618 1.16425 1.83928
C12 3.16297 -3.88930 -2.53211
Cl1 4.61734 -3.34991 -1.68879
Cl2 2.02896 -2.54964 -2.66051
Cl3 3.59916 -4.45921 -4.15157
Cl4 2.41465 -5.21018 -1.62808

Summary:
- highest occupied orbital energy (Ha) = -0.1735
- spin multiplicity = 1
- total charge = -1

These are the Mulliken partial charges, in e, on atoms 1 to 6:
1. C -1.062
2. C -0.519
3. B 0.707
4. O -0.722
5. C 1.466
6. N -0.363

[2]
Molecular formula: C12H15N2O
Method: DFT, ωB97M-V with the def2-TZVPD basis set

Element x y z (Å)
C1 -0.63772 1.75927 3.19114
C2 -0.70997 0.52491 2.22106
N1 -1.07312 0.88021 0.86111
C3 -0.36788 0.08112 0.12136
C4 -0.35340 0.28422 -1.26268
C5 0.26959 -0.60887 -2.11490
C6 0.09366 -0.41868 -3.48399
C7 -0.76744 0.54348 -3.98983
C8 -1.42683 1.42887 -3.07873
C9 -1.18095 1.27513 -1.75048
C10 0.68280 -0.69781 0.85581
C11 2.06148 -0.39545 0.48914
C12 0.37775 -2.22825 0.94833
N2 0.55612 -0.17505 2.27865
O1 0.68521 -0.99295 3.28130
H1 -0.35577 2.72332 2.69912
H2 0.21240 1.44338 3.91815
H3 -1.49461 1.97564 3.70332
H4 -1.53283 -0.15315 2.67534
H5 0.88107 -1.43815 -1.86638
H6 0.51168 -1.05359 -4.26462
H7 -1.03850 0.63033 -5.09880
H8 -2.13271 2.08175 -3.38503
H9 -1.78813 1.58127 -0.96181
H10 2.26435 -0.77216 -0.47984
H11 2.87102 -1.02583 1.05565
H12 2.26934 0.62743 0.53565
H13 1.35137 -2.71525 0.65091
H14 -0.37538 -2.61121 0.28075
H15 0.14742 -2.55389 1.97032

Summary:
- highest occupied orbital energy (Ha) = -0.0537
- energy relative to the best compared isomer or geometry (same formula, charge and spin) (kcal/mol) = 9.8
- spin multiplicity = 1
- total charge = -1
- SMILES = C[C@H]1N=C(c2ccccc2)C(C)(C)N1[O-]

These are the Mulliken partial charges, in e, on atoms 1 to 6:
1. C -1.305
2. C 0.048
3. N -0.588
4. C -0.409
5. C 0.878
6. C -0.309

[3]
Molecular formula: C12H15N3O2
Method: DFT, ωB97M-V with the def2-TZVPD basis set

Element x y z (Å)
C1 0.43387 -3.18675 0.73118
N1 0.06440 -1.86136 1.26082
C2 -0.64818 -1.02938 0.25366
C3 -0.04059 0.43061 0.24756
C4 -0.89344 1.56896 0.49935
C5 -2.42831 1.49242 0.78262
C6 -3.25558 0.74225 -0.33547
O1 -2.81391 0.69671 -1.46486
C7 -0.28392 2.96260 0.49690
C8 1.13197 3.09958 0.25545
C9 2.05032 1.93218 -0.00941
N2 3.39314 2.22063 -0.21331
C10 4.06540 1.06199 -0.44330
C11 3.47953 -0.30322 -0.50936
N3 2.16152 -0.55591 -0.30090
C12 1.43684 0.59526 -0.02742
H1 0.75382 -3.87482 1.57217
H2 -0.43534 -3.70479 0.22318
H3 1.30583 -3.08154 0.03578
H4 -0.48150 -1.93616 2.12286
H5 -1.73392 -1.03549 0.55238
H6 -0.55054 -1.45508 -0.78514
H7 -2.64255 1.08694 1.81867
H8 -2.83700 2.55044 0.80083
H9 -4.22940 0.24291 -0.05128
H10 -0.88508 3.88588 0.65928
H11 1.54268 4.14605 0.24812
H12 5.17660 1.14798 -0.59949
H13 4.13591 -1.18181 -0.74039
O2 -2.08023 -2.34135 -2.07328
H14 -2.21969 -2.73862 -2.94070
H15 -2.67264 -1.57711 -2.06645

Summary:
- highest occupied orbital energy (Ha) = -0.3060
- energy relative to the best compared isomer or geometry (same formula, charge and spin) (kcal/mol) = 82.3
- spin multiplicity = 1
- total charge = 0
- SMILES = CNCc1c(CC=O)ccc2nccnc12.O

These are the Mulliken partial charges, in e, on atoms 1 to 6:
1. C -0.763
2. N -0.388
3. C -0.759
4. C 0.970
5. C 0.664
6. C -0.850

[4]
Molecular formula: C12H15N3O2PtS
Method: DFT, ωB97M-V with the def2-TZVPD basis set

Element x y z (Å)
Pt1 0.97279 -1.81720 -1.33228
N1 4.58352 -1.99296 0.99652
C1 3.31047 -1.92802 0.52997
S1 3.15287 -2.17992 -1.23250
N2 2.35802 -1.66824 1.36043
N3 1.11623 -1.57677 0.73930
C2 0.08783 -1.51675 1.49671
C3 -1.28920 -1.40584 1.04519
C4 -2.22507 -1.15789 2.06552
C5 -3.56762 -1.00074 1.81339
C6 -4.01095 -1.10267 0.49346
C7 -3.12593 -1.35402 -0.52853
C8 -1.74830 -1.51610 -0.29331
O1 -1.00483 -1.76730 -1.36021
H1 5.29162 -2.40602 0.41796
H2 4.70837 -2.02070 1.99459
H3 0.26902 -1.51881 2.56986
H4 -1.85755 -1.08813 3.08300
H5 -4.26130 -0.80774 2.61949
H6 -5.06365 -0.98728 0.26621
H7 -3.46063 -1.44200 -1.55341
C9 -0.00138 3.16583 -0.47843
C10 0.73406 3.29289 -1.81077
C11 0.61229 1.87880 -2.35879
O2 0.63914 1.01704 -1.21788
C12 0.41647 1.77441 -0.02179
H8 -1.08079 3.20335 -0.63830
H9 0.26405 3.93888 0.24152
H10 1.78300 3.54723 -1.64584
H11 0.30066 4.03912 -2.47537
H12 1.43171 1.59205 -3.01883
H13 -0.33380 1.73783 -2.89253
H14 1.34668 1.79979 0.55545
H15 -0.34783 1.26788 0.57018

Summary:
- highest occupied orbital energy (alpha / beta) (Ha) = -0.2791 / -0.2897
- <S²> = 2.01
- spin multiplicity = 3
- total charge = 0

These are the Mulliken partial charges, in e, on atoms 1 to 6:
1. Pt 0.720
2. N -0.409
3. C 0.566
4. S -0.331
5. N -1.100
6. N 0.291

[5]
Molecular formula: C12H15NO5
Method: DFT, ωB97M-V with the def2-TZVPD basis set

Element x y z (Å)
C1 0.94035 0.66317 1.47750
C2 2.19515 0.38056 0.51552
C3 2.98227 1.80946 0.37559
C4 1.80740 -0.07406 -0.98418
C5 1.00147 -1.46748 -1.08591
C6 1.19759 -2.43663 0.20250
C7 -0.56154 -1.28662 -1.50512
O1 -1.06533 0.00905 -1.06236
C8 -2.22837 -0.09716 -0.26646
C9 -3.22680 0.93193 -0.29366
O2 -3.22935 2.14980 -1.06841
C10 -2.07983 2.90674 -0.63809
N1 -0.98965 3.44657 -0.59388
C11 -4.38257 0.55585 0.74535
O3 -5.29752 1.24222 1.23983
O4 -4.11005 -0.85201 1.00404
C12 -2.71703 -1.18063 0.80114
O5 -2.11918 -2.13340 1.33634
H1 0.44994 -0.28376 1.91485
H2 1.35972 1.23772 2.39756
H3 0.14178 1.35129 1.02462
H4 2.96238 -0.34182 0.96276
H5 3.86800 1.72949 -0.36187
H6 2.20960 2.55022 -0.07795
H7 3.27871 2.24676 1.39285
H8 2.81905 -0.24940 -1.52976
H9 1.31455 0.80659 -1.53432
H10 1.47613 -2.04893 -1.97314
H11 1.10862 -3.52900 -0.17890
H12 2.25654 -2.36758 0.65933
H13 0.40473 -2.23835 1.00023
H14 -1.21379 -2.18395 -1.22935
H15 -0.55297 -1.24664 -2.66664

Summary:
- highest occupied orbital energy (Ha) = -0.3855
- energy relative to the best compared isomer or geometry (same formula, charge and spin) (kcal/mol) = 155.1
- spin multiplicity = 1
- total charge = 0
- SMILES = CC(C)C[C@@H](C)COC1=C(OC#N)C(=O)OC1=O

These are the Mulliken partial charges, in e, on atoms 1 to 6:
1. C -0.769
2. C 0.545
3. C -1.274
4. C -0.942
5. C 0.374
6. C -1.199

[6]
Molecular formula: C12H15NP
Method: DFT, ωB97M-V with the def2-TZVPD basis set

Element x y z (Å)
C1 -0.64662 -2.87851 -2.04581
C2 -1.43354 -2.92245 -0.90867
C3 0.42309 -1.95325 -2.14875
C4 -1.17892 -1.96815 0.09592
C5 0.74048 -1.12313 -1.03956
C6 -0.04206 -1.14575 0.13480
C7 1.78283 -0.88507 2.13354
C8 -0.93818 2.51349 -1.78131
C9 -1.17942 1.77570 -0.68203
C10 1.43437 1.67716 2.00922
C11 0.14971 -0.20721 1.33452
C12 -0.48764 2.09121 0.63245
N1 0.63018 1.12866 0.92419
P1 2.73455 0.32314 2.68287
H1 -1.11994 -3.33907 -2.87760
H2 -2.13861 -3.71843 -0.94497
H3 0.86362 -1.79185 -3.08172
H4 -1.78097 -1.77782 0.98285
H5 1.77176 -0.57184 -1.04784
H6 2.06756 -1.94390 2.06849
H7 -1.39982 2.26471 -2.67505
H8 -0.44994 3.45575 -1.88305
H9 -1.74087 0.78794 -0.79860
H10 1.77549 2.60502 1.64483
H11 0.78624 1.71738 2.84355
H12 -0.55326 -0.08588 2.09537
H13 -1.06948 1.89250 1.57281
H14 -0.33824 3.17579 0.58999
H15 1.33762 0.90386 0.16955

Summary:
- highest occupied orbital energy (Ha) = -0.4602
- energy relative to the best compared isomer or geometry (same formula, charge and spin) (kcal/mol) = 122.4
- spin multiplicity = 1
- total charge = +1

These are the Mulliken partial charges, in e, on atoms 1 to 6:
1. C -0.392
2. C -0.785
3. C -0.833
4. C -0.047
5. C -0.067
6. C 0.298

Look up the spin multiplicity of the fifth one.
1